Entry from the Open Molecules 2025 dataset: a molecular structure, C32H25BrN5OS4SbSiTc (ωB97M-V with the def2-TZVPD basis set).

Last column: Löwdin charge in e.
Element x y z (Å)
Tc -0.231175 -0.207335 -1.161818  0.791
C -1.166897 -5.183590 1.563825  -0.213
Si -2.911062 -4.686409 1.107796  0.519
C -3.951968 -4.604974 2.672920  -0.180
C -3.652541 -5.968939 -0.050267  -0.178
C -3.053063 -3.005312 0.258938  -0.234
C -4.333971 -2.525823 0.009634  -0.091
C -4.553039 -1.303551 -0.615128  -0.058
C -3.458329 -0.551120 -0.982095  -0.107
N -2.218512 -0.981460 -0.754396  -0.130
C -2.001816 -2.174476 -0.167063  -0.698
S -0.303415 -2.443886 -0.072579  0.707
H -1.212262 -6.139227 2.097041  0.031
H -0.688550 -4.451081 2.214656  0.024
H -0.532666 -5.311028 0.686864  0.015
H -3.949405 -5.569274 3.187636  0.028
H -4.991265 -4.342956 2.462277  0.022
H -3.552832 -3.854743 3.358993  0.034
H -3.648235 -6.960796 0.409092  0.028
H -3.079389 -6.022506 -0.978388  0.034
H -4.684771 -5.723364 -0.311296  0.025
H -5.194913 -3.118639 0.306489  0.099
H -5.551068 -0.936768 -0.808940  0.100
H -3.543267 0.414207 -1.460699  0.095
Br 5.897809 3.883207 -2.318060  0.731
C 5.871341 2.823095 -0.751230  -0.691
C 6.831127 1.841557 -0.576451  -0.123
C 6.802318 1.069758 0.574476  -0.043
C 5.798444 1.249743 1.516389  -0.283
C 4.861308 2.265287 1.348351  -0.016
C 4.897912 3.052007 0.208491  -0.109
N 5.884656 0.429188 2.696604  0.060
N 4.899158 -0.123811 3.211000  0.069
C 3.606267 -0.098837 2.585374  -0.263
C 2.548820 0.363652 3.336876  -0.045
C 1.279377 0.570952 2.797360  -0.002
C 1.025428 0.252244 1.459463  -0.380
O -0.093551 0.416661 0.856956  -0.212
C 2.102516 -0.335801 0.715504  -0.167
N 1.800938 -0.667844 -0.567763  -0.161
C 2.705889 -1.229122 -1.336029  -0.167
C 3.986978 -1.532729 -0.848479  -0.012
C 4.327531 -1.196963 0.430364  0.004
C 3.386708 -0.537801 1.256201  -0.103
H 7.592634 1.684379 -1.327526  0.100
H 7.553171 0.308660 0.746735  0.113
H 4.092007 2.433931 2.087917  0.118
H 4.161021 3.828510 0.056779  0.105
H 2.740096 0.634222 4.369366  0.111
H 0.483396 0.981315 3.403235  0.109
H 2.439737 -1.441659 -2.361639  0.030
H 4.686036 -2.025949 -1.509112  0.114
H 5.308069 -1.437035 0.816238  0.112
S 2.959851 -0.438040 -5.094268  -0.351
Sb 0.969523 0.357166 -4.358457  0.223
S 1.079639 1.473276 -2.206378  0.081
S -0.312136 -1.315468 -3.133597  -0.018
N -5.698759 8.213573 -1.649806  0.135
C -5.075634 7.246737 -1.608180  -0.201
C -4.302015 6.042142 -1.558226  -0.250
C -3.437999 5.807869 -0.486574  -0.033
C -2.698416 4.644488 -0.435414  -0.019
C -2.801665 3.682520 -1.452181  -0.234
C -3.669134 3.933999 -2.525469  -0.024
C -4.410396 5.097090 -2.579062  -0.035
C -2.044855 2.484577 -1.391386  -0.116
C -1.370305 1.475071 -1.333544  -0.287
H -3.352561 6.544008 0.301702  0.115
H -2.028141 4.456802 0.392089  0.119
H -3.744131 3.203822 -3.320175  0.117
H -5.075594 5.282599 -3.411953  0.115

Atoms 1-6, force components in eV/Å:
Tc -0.1597 0.2769 0.3192
C -0.1017 -0.0592 0.0268
Si 0.0376 -0.0062 -0.0101
C 0.0426 0.0101 -0.0508
C 0.0447 0.0580 0.0340
C -0.0257 0.0239 -0.0007

Properties
- DFT total energy (Eh) = -6360.871151
- multiplicity = 1
- energy above the lowest of the compared OMol25 structures with the same formula, charge and spin (kcal per mole) = 7.6
- net charge = -1
- largest force on an atom (eV Å⁻¹) = 0.45
- frontier orbital gap (spin up / spin down) (eV) = 5.21 / 5.28